C38H28MnN5O7PS2 as an isolated structure, computed with wB97M-V/def2-TZVPD.

Last column: Löwdin charge in e.
Cartesian coordinates (Å):
1 Mn 0.495 -0.443 -1.393  0.37
2 N -0.847 3.593 -0.488  0.06
3 C -0.278 2.364 -0.714  -0.83
4 S -1.163 1.236 -1.664  0.71
5 N 0.909 2.208 -0.164  0.03
6 N 1.418 0.964 -0.381  -0.02
7 C 2.545 0.660 0.179  -0.18
8 C 3.300 1.565 1.077  -0.17
9 C 3.768 2.800 0.634  -0.03
10 C 4.471 3.631 1.493  -0.09
11 C 4.709 3.242 2.805  -0.11
12 C 4.239 2.016 3.254  -0.09
13 C 3.540 1.180 2.394  -0.05
14 C 2.988 -0.710 -0.069  -0.18
15 C 4.200 -1.234 0.378  0.00
16 C 4.507 -2.549 0.091  -0.07
17 C 3.607 -3.317 -0.636  -0.05
18 C 2.432 -2.725 -1.060  -0.07
19 N 2.131 -1.458 -0.788  0.06
20 H -1.845 3.625 -0.613  0.06
21 H -0.482 4.077 0.319  0.08
22 H 3.560 3.105 -0.383  0.12
23 H 4.829 4.590 1.138  0.09
24 H 5.255 3.896 3.476  0.09
25 H 4.410 1.709 4.280  0.10
26 H 3.149 0.229 2.739  0.11
27 H 4.881 -0.610 0.937  0.11
28 H 5.444 -2.974 0.431  0.10
29 H 3.808 -4.350 -0.881  0.10
30 H 1.699 -3.269 -1.642  0.12
31 O -1.264 -2.049 2.407  -0.32
32 S -0.370 -1.126 1.740  0.46
33 O 1.002 -1.121 2.212  -0.32
34 O -0.486 -1.234 0.274  -0.42
35 C -1.030 0.494 2.140  -0.26
36 C -0.174 1.422 2.710  -0.06
37 C -0.637 2.679 3.071  -0.09
38 C -1.966 3.001 2.858  -0.10
39 C -2.823 2.071 2.283  -0.09
40 C -2.379 0.803 1.916  -0.34
41 P -3.518 -0.449 1.168  1.14
42 C -4.238 -1.207 2.680  -0.39
43 C -3.940 -0.830 3.986  -0.08
44 C -4.534 -1.475 5.062  -0.09
45 C -5.443 -2.502 4.850  -0.11
46 C -5.740 -2.894 3.552  -0.10
47 C -5.133 -2.258 2.480  -0.11
48 C -4.912 0.670 0.698  -0.38
49 C -4.775 1.346 -0.516  -0.11
50 C -5.764 2.209 -0.963  -0.09
51 C -6.920 2.396 -0.215  -0.11
52 C -7.073 1.718 0.986  -0.10
53 C -6.074 0.865 1.441  -0.10
54 H 0.860 1.148 2.854  0.09
55 H 0.046 3.399 3.505  0.10
56 H -2.345 3.979 3.134  0.09
57 H -3.859 2.341 2.120  0.10
58 H -3.225 -0.037 4.166  0.10
59 H -4.280 -1.176 6.072  0.09
60 H -5.904 -3.006 5.691  0.09
61 H -6.434 -3.707 3.373  0.09
62 H -5.349 -2.584 1.468  0.11
63 H -3.874 1.204 -1.104  0.04
64 H -5.634 2.728 -1.905  0.10
65 H -7.698 3.061 -0.569  0.09
66 H -7.972 1.855 1.576  0.09
67 H -6.201 0.353 2.387  0.10
68 O -1.064 -4.922 -6.483  -0.06
69 C -1.614 -4.952 -5.366  -0.70
70 O -2.465 -5.746 -4.914  -0.08
71 C -1.167 -3.843 -4.378  -0.10
72 C -1.690 -3.786 -3.091  0.00
73 C -1.265 -2.805 -2.213  -0.10
74 N -0.349 -1.895 -2.557  0.01
75 C 0.153 -1.926 -3.801  -0.16
76 C -0.229 -2.878 -4.730  0.06
77 C 1.187 -0.846 -4.094  -0.59
78 O 1.691 -0.774 -5.208  0.02
79 O 1.450 -0.089 -3.089  -0.12
80 H -2.426 -4.523 -2.799  0.11
81 H -1.642 -2.728 -1.200  0.10
82 H 0.205 -2.874 -5.719  0.12

spin multiplicity = 2
energy above the lowest of the compared OMol25 structures with the same formula, charge and spin = 0.05 kcal per mole
charge = -2
highest occupied orbital energy (alpha / beta) = -0.110 / -0.082 Eh
frontier orbital gap (alpha / beta) = 6.88 / 6.10 eV

C5H7BF6N6O4PdS2 as an isolated structure, computed with wB97M-V/def2-TZVPD.

Last column: Löwdin charge in e.
Cartesian coordinates (Å):
1 Pd 0.442 0.558 0.695  1.00
2 F -1.340 4.873 1.427  0.16
3 C -2.028 3.987 2.137  -0.68
4 F -2.178 4.433 3.374  0.17
5 F -3.221 3.807 1.583  0.16
6 S -1.094 2.392 2.155  0.62
7 O -1.044 2.007 0.710  -0.42
8 O 0.198 2.659 2.705  -0.26
9 N -1.976 1.466 3.035  -0.28
10 S -2.209 -0.066 2.709  0.63
11 O -1.270 -0.574 1.716  -0.36
12 O -2.424 -0.807 3.897  -0.22
13 C -3.823 -0.068 1.803  -0.68
14 F -3.700 0.555 0.635  0.15
15 F -4.202 -1.324 1.589  0.16
16 F -4.744 0.552 2.529  0.16
17 B 3.475 -2.968 0.546  -0.41
18 C 2.493 -1.740 0.665  -0.17
19 N 1.769 -0.841 0.738  -0.01
20 H 2.791 -3.956 0.581  0.01
21 H 4.035 -2.837 -0.518  -0.01
22 H 4.264 -2.904 1.446  0.01
23 N 2.214 -1.745 -3.101  0.22
24 C 1.528 -0.944 -3.911  -0.47
25 N 1.433 -1.255 -5.209  0.18
26 N 0.899 0.168 -3.525  0.13
27 C 0.961 0.510 -2.280  -0.29
28 N 1.027 0.926 -1.196  0.07
29 H 2.630 -2.606 -3.413  0.13
30 H 2.295 -1.562 -2.114  0.09
31 H 1.886 -2.059 -5.603  0.12
32 H 0.914 -0.635 -5.805  0.12

energy above the lowest of the compared OMol25 structures with the same formula, charge and spin = 15.56 kcal per mole
highest occupied orbital energy (alpha / beta) = -0.372 / -0.372 Eh
frontier orbital gap (alpha / beta) = 7.85 / 7.85 eV

C24H47MnN3O2P2 as an isolated structure, computed with wB97M-V/def2-TZVPD.

Last column: Löwdin charge in e.
Cartesian coordinates (Å):
1 C -2.584 1.844 -2.654  -0.11
2 C -2.075 0.783 -3.606  -0.22
3 N -1.871 -0.421 -3.012  0.03
4 C -1.524 -1.564 -3.748  -0.29
5 C -1.380 -1.388 -5.174  0.03
6 C -1.564 -0.152 -5.757  0.00
7 C -1.922 0.982 -4.971  0.04
8 C -1.357 -2.766 -3.057  -0.12
9 P -1.569 -2.712 -1.291  0.85
10 H -2.089 1.965 -5.419  0.14
11 H -1.108 -2.258 -5.780  0.13
12 H -1.436 -0.039 -6.839  0.13
13 C -0.590 2.222 -1.312  -0.09
14 C -2.789 2.425 -0.294  -0.05
15 H -1.099 -3.685 -3.595  0.11
16 H -3.674 1.719 -2.526  0.14
17 H -2.406 2.863 -3.050  0.15
18 C -0.092 -3.478 -0.483  -0.22
19 C -2.876 -3.963 -0.844  -0.21
20 H -0.230 -3.486 0.612  0.03
21 H 0.063 -4.511 -0.843  0.07
22 H 0.788 -2.864 -0.730  0.02
23 H -3.001 -4.009 0.253  0.06
24 H -3.835 -3.668 -1.306  0.04
25 H -2.606 -4.966 -1.220  0.07
26 H -2.867 3.502 -0.552  0.12
27 H -3.796 1.982 -0.260  0.10
28 H -2.316 2.321 0.693  0.07
29 H -0.593 3.310 -1.534  0.12
30 H -0.124 2.039 -0.334  0.02
31 H -0.018 1.688 -2.085  0.08
32 C -1.931 -0.646 0.921  -0.18
33 O -1.908 -0.777 2.090  0.08
34 Mn -1.928 -0.503 -0.922  0.42
35 O -4.256 -0.480 -1.349  -0.05
36 H -4.559 -1.197 -0.762  0.08
37 H -4.161 -0.905 -2.226  0.08
38 N -1.977 1.696 -1.294  -0.30
39 C 3.316 -0.913 -0.323  -0.09
40 C 2.786 0.456 0.160  -0.60
41 C 3.906 1.201 0.922  -0.09
42 C 2.553 1.282 -1.121  -0.11
43 P 1.112 0.227 1.166  1.17
44 N 0.189 -0.319 -0.237  -0.16
45 C 1.509 -1.126 2.661  -0.51
46 C 2.942 -0.979 3.241  -0.09
47 C 0.591 -1.071 3.937  -0.09
48 C 1.408 -2.577 2.226  -0.12
49 C 0.677 1.957 2.200  -0.50
50 C 0.656 3.332 1.450  -0.10
51 C -0.668 1.858 2.966  -0.09
52 C 1.726 2.230 3.324  -0.10
53 H 4.232 -0.784 -0.940  0.11
54 H 2.561 -1.426 -0.949  0.06
55 H 3.598 -1.592 0.490  0.06
56 H 4.831 1.237 0.308  0.11
57 H 3.628 2.258 1.083  0.07
58 H 4.205 0.754 1.875  0.06
59 H 1.877 0.747 -1.812  0.06
60 H 2.160 2.288 -0.899  0.07
61 H 3.505 1.422 -1.679  0.11
62 H 3.731 -1.233 2.524  0.07
63 H 3.154 0.006 3.668  0.07
64 H 3.107 -1.695 4.080  0.11
65 H -0.473 -1.233 3.741  0.06
66 H 0.857 -1.891 4.643  0.11
67 H 0.710 -0.190 4.567  0.07
68 H 0.344 -2.832 2.296  0.07
69 H 1.906 -2.782 1.263  0.07
70 H 1.845 -3.277 2.975  0.12
71 H -0.272 3.564 0.903  0.06
72 H 0.621 4.180 2.170  0.11
73 H 1.566 3.489 0.846  0.08
74 H -0.698 1.096 3.745  0.06
75 H -0.912 2.811 3.486  0.12
76 H -1.500 1.608 2.329  0.03
77 H 1.757 1.478 4.104  0.05
78 H 2.746 2.390 2.963  0.07
79 H 1.470 3.146 3.904  0.11

spin multiplicity = 6
charge = +2
highest occupied orbital energy (alpha / beta) = -0.515 / -0.522 Eh
frontier orbital gap (alpha / beta) = 8.43 / 6.24 eV

H21O10 as an isolated structure, computed with wB97M-V/def2-TZVPD.

Last column: Löwdin charge in e.
Cartesian coordinates (Å):
1 O 2.213 1.085 -1.338  0.02
2 H 2.287 0.326 -0.729  0.07
3 H -0.684 1.066 -1.056  0.07
4 O -0.139 1.513 -1.763  -0.03
5 H 1.656 4.230 0.055  0.05
6 H -1.152 -2.279 2.227  0.05
7 O -0.241 -2.221 1.888  -0.10
8 H 2.606 1.803 -0.814  0.07
9 H -0.341 -1.292 1.611  0.01
10 O -2.617 1.440 -1.027  -0.08
11 H -2.944 1.233 -1.906  0.04
12 H -2.920 2.222 -0.568  0.03
13 O -0.157 -1.246 -1.285  -0.15
14 H -0.221 1.604 3.849  0.03
15 H -0.727 -2.002 -1.080  -0.01
16 O -2.803 -1.968 -1.114  -0.09
17 H -2.476 -2.496 -0.379  0.01
18 H -0.035 -1.357 -2.249  0.01
19 O 1.531 3.430 -0.472  -0.08
20 H -3.649 -2.304 -1.425  0.04
21 H 1.404 3.810 -1.353  0.05
22 O 1.403 -0.090 0.983  -0.10
23 H 1.730 -0.996 0.787  0.01
24 H 1.018 1.264 -1.592  0.03
25 O 1.872 -2.846 0.810  -0.08
26 H -0.167 0.777 -2.428  0.04
27 O -0.336 0.721 3.508  -0.07
28 H -1.099 0.533 2.967  0.01
29 H 2.022 0.199 1.666  0.06
30 H 1.888 -2.907 1.764  0.04
31 H 1.081 -3.254 0.461  0.02

spin multiplicity = 2
energy above the lowest of the compared OMol25 structures with the same formula, charge and spin = 9.67 kcal per mole
highest occupied orbital energy (alpha / beta) = -0.098 / -0.401 Eh
frontier orbital gap (alpha / beta) = 3.02 / 10.94 eV

A 3-piece molecular cluster, C4H9N overall, computed with wB97M-V/def2-TZVPD.

Last column: Löwdin charge in e.
Cartesian coordinates (Å):
1 C -0.981 0.114 -0.923  -0.08
2 C -0.709 -0.825 1.417  -0.08
3 N -0.387 0.185 0.428  -0.16
4 C 0.436 -0.081 -0.679  -0.37
5 C 1.661 -0.415 -1.007  0.05
6 H 0.573 2.827 0.089  0.05
7 H -1.386 1.058 -1.273  0.09
8 H -1.571 -0.762 -1.178  0.11
9 H 0.335 2.070 0.410  0.02
10 H -1.670 -0.594 1.884  0.08
11 H -0.818 -1.825 0.978  0.08
12 H 0.100 -0.890 2.149  0.08
13 H 1.985 -0.351 -2.034  0.05
14 H 2.432 -0.510 -0.260  0.05

energy above the lowest of the compared OMol25 structures with the same formula, charge and spin = 75.19 kcal per mole
highest occupied orbital energy = -0.331 Eh
frontier orbital gap = 10.11 eV

A 5-piece molecular cluster, C20H40O15 overall, computed with wB97M-V/def2-TZVPD.

Last column: Löwdin charge in e.
Cartesian coordinates (Å):
1 C 33.624 -14.692 -30.736  -0.06
2 C 34.333 -13.401 -31.066  -0.22
3 O 35.563 -13.231 -30.368  0.06
4 C 35.462 -12.634 -29.203  -0.57
5 O 34.538 -12.048 -28.732  0.14
6 O 36.688 -12.745 -28.525  -0.03
7 C 36.862 -12.070 -27.282  -0.07
8 H 33.540 -14.799 -29.654  0.08
9 H 34.123 -15.584 -31.114  0.08
10 H 32.566 -14.644 -30.996  0.08
11 H 33.625 -12.575 -30.996  0.12
12 H 34.581 -13.409 -32.127  0.12
13 H 36.313 -11.135 -27.170  0.08
14 H 37.812 -11.538 -27.336  0.09
15 H 36.698 -12.706 -26.412  0.10
16 C 12.426 -11.884 -34.406  -0.06
17 C 13.438 -10.841 -33.857  -0.20
18 O 14.724 -11.440 -33.720  0.03
19 C 15.582 -11.098 -32.771  -0.61
20 O 15.500 -10.083 -32.088  0.10
21 O 16.502 -12.016 -32.625  0.01
22 C 17.728 -11.823 -31.869  -0.01
23 H 12.527 -11.827 -35.490  0.06
24 H 11.345 -11.806 -34.286  0.08
25 H 12.831 -12.839 -34.071  0.08
26 H 13.078 -10.689 -32.840  0.12
27 H 13.365 -9.879 -34.364  0.13
28 H 18.463 -12.623 -31.961  0.09
29 H 17.402 -11.886 -30.831  0.10
30 H 18.301 -10.930 -32.121  0.10
31 C 29.766 -16.119 -20.021  -0.05
32 C 30.455 -14.830 -19.449  -0.22
33 O 30.986 -14.056 -20.483  0.01
34 C 30.905 -12.690 -20.545  -0.41
35 O 30.168 -11.966 -19.810  0.07
36 O 31.816 -12.223 -21.506  -0.02
37 C 31.886 -10.889 -21.864  -0.10
38 H 28.863 -15.801 -20.542  0.07
39 H 29.525 -16.877 -19.276  0.07
40 H 30.378 -16.725 -20.689  0.07
41 H 31.160 -15.077 -18.655  0.12
42 H 29.719 -14.245 -18.896  0.11
43 H 31.614 -10.184 -21.078  0.09
44 H 31.100 -10.607 -22.564  0.09
45 H 32.846 -10.578 -22.273  0.10
46 C 36.242 -4.565 -27.394  -0.07
47 C 36.829 -3.404 -26.608  -0.24
48 O 38.192 -3.507 -26.592  0.04
49 C 38.877 -3.503 -25.451  -0.55
50 O 38.376 -3.356 -24.332  0.09
51 O 40.147 -3.841 -25.697  -0.01
52 C 40.995 -4.169 -24.615  -0.05
53 H 36.438 -4.645 -28.464  0.07
54 H 35.157 -4.464 -27.424  0.07
55 H 36.314 -5.592 -27.039  0.08
56 H 36.431 -3.476 -25.596  0.12
57 H 36.562 -2.420 -26.993  0.13
58 H 40.580 -4.854 -23.876  0.10
59 H 41.193 -3.235 -24.088  0.10
60 H 41.902 -4.494 -25.124  0.10
61 C 26.240 -9.519 -29.770  -0.06
62 C 27.336 -9.920 -28.754  -0.21
63 O 26.837 -10.809 -27.774  0.02
64 C 26.399 -12.066 -28.093  -0.53
65 O 26.356 -12.545 -29.267  0.06
66 O 26.097 -12.729 -27.019  0.03
67 C 25.426 -13.961 -27.179  -0.04
68 H 26.565 -9.170 -30.750  0.08
69 H 25.757 -8.642 -29.339  0.07
70 H 25.537 -10.344 -29.879  0.07
71 H 27.673 -8.994 -28.288  0.12
72 H 28.167 -10.329 -29.327  0.12
73 H 26.001 -14.605 -27.844  0.10
74 H 24.453 -13.838 -27.655  0.10
75 H 25.197 -14.512 -26.267  0.10

SMILES = CCOC(=O)OC.CCOC(=O)OC.CCOC(=O)OC.CCOC(=O)OC.CCOC(=O)OC
energy above the lowest of the compared OMol25 structures with the same formula, charge and spin = 77.96 kcal per mole
highest occupied orbital energy = -0.385 Eh
frontier orbital gap = 11.00 eV

A 2-piece molecular cluster, C4H10O3 overall, computed with wB97M-V/def2-TZVPD.

Last column: Löwdin charge in e.
Cartesian coordinates (Å):
1 O -2.442 2.035 -0.118  0.06
2 C -2.438 0.835 -0.213  -0.26
3 C -1.257 -0.022 0.122  -0.17
4 C -0.263 0.492 1.134  -0.19
5 C 0.913 1.157 0.439  -0.27
6 O 2.037 1.434 1.273  -0.07
7 H -3.269 0.352 -0.747  0.12
8 H -0.846 -0.395 -0.821  0.13
9 H -1.671 -0.954 0.537  0.12
10 H 0.162 -0.331 1.718  0.12
11 H -0.715 1.134 1.882  0.12
12 H 1.331 0.474 -0.305  0.12
13 H 0.612 2.086 -0.042  0.12
14 H 1.673 1.715 2.124  0.08
15 O 1.769 -3.194 -2.571  -0.06
16 H 1.917 -4.099 -2.275  0.03
17 H 2.488 -2.720 -2.139  0.03

SMILES = O=CCCCO.O
energy above the lowest of the compared OMol25 structures with the same formula, charge and spin = 34.73 kcal per mole
highest occupied orbital energy = -0.367 Eh
frontier orbital gap = 10.65 eV

A 13-piece molecular cluster, H25O16S overall, computed with wB97M-V/def2-TZVPD.

Last column: Löwdin charge in e.
Cartesian coordinates (Å):
1 O 0.049 3.573 1.338  0.27
2 H -0.956 3.793 1.191  0.24
3 H 0.119 2.575 1.327  0.07
4 H 0.435 3.961 0.599  0.10
5 S 0.132 0.137 -0.077  0.46
6 O 1.497 -0.323 -0.536  -0.35
7 O -0.666 -0.969 0.387  -0.31
8 O 0.336 1.076 0.952  -0.30
9 O -0.497 0.892 -1.166  -0.35
10 O -0.111 0.656 -3.765  0.09
11 H -0.896 0.517 -4.021  -0.07
12 H -0.213 0.764 -2.886  -0.08
13 O -2.751 2.258 -1.443  -0.05
14 H -2.321 2.974 -1.155  -0.09
15 H -1.904 1.687 -1.454  0.02
16 O -0.915 -3.065 -0.997  -0.06
17 H -0.847 -2.239 -0.589  -0.08
18 H -1.927 -3.178 -1.042  0.09
19 O 3.086 -0.035 -2.347  -0.03
20 H 2.500 -0.079 -1.613  -0.08
21 H 3.768 -0.561 -2.011  0.00
22 O 0.214 -1.826 2.833  -0.11
23 H -0.340 -1.571 2.074  -0.01
24 H 1.170 -1.393 2.871  0.11
25 O -3.148 -1.776 0.371  -0.11
26 H -2.156 -1.565 0.356  0.00
27 H -3.588 -0.910 0.606  0.08
28 O 0.818 1.749 3.416  -0.14
29 H -0.170 1.855 3.652  0.07
30 H 0.793 1.402 2.444  0.00
31 O 3.559 -0.681 0.771  -0.09
32 H 2.668 -0.567 0.237  -0.02
33 H 3.115 -0.775 1.571  -0.04
34 O -0.072 3.274 -1.745  -0.04
35 H -0.107 2.328 -1.695  -0.05
36 H 0.785 3.390 -2.136  0.05
37 O 1.954 -2.926 -1.115  -0.07
38 H 1.108 -3.300 -1.246  -0.03
39 H 1.733 -1.959 -0.980  0.00
40 O -2.169 -3.434 2.395  0.06
41 H -1.605 -2.864 2.791  -0.05
42 H -2.480 -2.866 1.839  -0.12

energy above the lowest of the compared OMol25 structures with the same formula, charge and spin = 35.13 kcal per mole
charge = -1
highest occupied orbital energy = -0.250 Eh
frontier orbital gap = 7.64 eV